{
  "formula": "C7H20N",
  "method": "the ωB97M-V functional and the def2-TZVPD basis",
  "species": ["C", "C", "C", "C", "C", "C", "H", "H", "H", "H", "H", "H", "H", "H", "H", "H", "H", "H", "H", "H", "C", "N", "H", "H", "H", "H", "H", "H"],
  "positions_angstrom": [[1.95983, -0.62315, 3.14639], [-2.43492, 1.95129, -0.75380], [1.24154, -0.46415, 1.80651], [-1.71661, 1.79231, 0.58609], [0.12667, 0.57833, 1.86192], [-0.60174, 0.74983, 0.53068], [1.24364, -0.93685, 3.92439], [2.41084, 0.33662, 3.44979], [2.75840, -1.38085, 3.07722], [-3.23348, 2.70900, -0.68462], [-2.88593, 0.99152, -1.05717], [-1.71873, 2.26498, -1.53179], [1.97207, -0.16556, 1.03023], [0.80729, -1.43640, 1.50384], [-2.44714, 1.49373, 1.36238], [-1.28237, 2.76456, 0.88875], [-0.60502, 0.28051, 2.63741], [0.55976, 1.55134, 2.16380], [0.12994, 1.04764, -0.24481], [-1.03484, -0.22319, 0.22881], [0.13429, -1.43890, -3.52963], [1.06129, -1.88528, -2.44263], [0.25526, -0.35865, -3.71681], [-0.91328, -1.63111, -3.24281], [0.34888, -1.98408, -4.46415], [2.05063, -1.70606, -2.70849], [0.86281, -1.37387, -1.55908], [0.95091, -2.90358, -2.26240]],
  "forces_ev_per_angstrom": [[0.104, -0.088, 0.020], [-0.038, 0.045, 0.025], [-0.010, -0.027, -0.098], [-0.108, 0.134, 0.096], [-0.017, 0.051, 0.096], [0.047, -0.030, 0.035], [0.334, 0.126, -0.236], [-0.148, -0.400, -0.040], [-0.291, 0.316, 0.132], [0.319, -0.344, -0.138], [0.070, 0.344, 0.019], [-0.301, -0.061, 0.170], [-0.180, -0.117, 0.178], [0.142, 0.235, 0.046], [0.342, 0.198, -0.264], [-0.222, -0.418, -0.034], [0.300, 0.204, -0.252], [-0.230, -0.374, -0.036], [-0.144, -0.070, 0.112], [0.082, 0.176, 0.020], [-0.731, 0.352, -0.857], [0.276, -0.148, 0.282], [0.086, -0.539, 0.269], [0.605, 0.026, 0.058], [0.055, 0.165, 0.577], [-0.672, -0.168, 0.294], [0.176, -0.322, -0.431], [0.157, 0.734, -0.042]],
  "total_energy_ha": -333.20389,
  "e_homo_ev": -13.7241,
  "multiplicity": 1,
  "de_lowest_ev": 0.287,
  "largest_force_ev_per_a": 1.180,
  "homo_lumo_gap_ev": 9.737,
  "charge": 1
}

{
  "formula": "C7H20N2O",
  "method": "the ωB97M-V functional and the def2-TZVPD basis",
  "species": ["C", "C", "C", "C", "N", "O", "H", "H", "H", "H", "H", "H", "H", "H", "H", "H", "H", "C", "C", "C", "N", "H", "H", "H", "H", "H", "H", "H", "H", "H"],
  "positions_angstrom": [[-1.58683, -0.14441, -1.75640], [-1.01287, 1.27310, -1.61123], [-3.09066, -0.12588, -1.46601], [-0.87709, -1.12945, -0.82584], [0.43164, 1.25889, -1.82134], [-1.35572, -0.50178, -3.11949], [-1.66280, -1.40483, -3.25344], [0.61926, 0.80325, -2.71001], [0.78159, 2.20978, -1.88044], [-1.20686, 1.63905, -0.59913], [-1.54339, 1.91927, -2.32626], [-3.27912, 0.21897, -0.45203], [-3.59820, 0.53878, -2.16260], [-3.50881, -1.12612, -1.57590], [0.19050, -1.11763, -1.02522], [-1.04312, -0.85854, 0.21269], [-1.25241, -2.13937, -0.98853], [1.69020, -0.38253, 1.84433], [0.58016, -0.11766, 2.85848], [3.04968, -0.50974, 2.51635], [1.63179, 0.84360, 1.02036], [1.47651, -1.28574, 1.24706], [0.91488, 0.78174, 0.29741], [2.50261, 0.98205, 0.51436], [-0.06877, 0.51964, 2.08927], [3.04166, -1.34623, 3.21211], [0.17766, -1.05736, 3.23767], [0.88984, 0.53425, 3.67218], [3.83488, -0.67319, 1.77815], [3.27378, 0.39806, 3.07343]],
  "forces_ev_per_angstrom": [[-0.206, 0.156, 0.470], [-0.082, -0.238, -0.151], [0.317, 0.087, -0.164], [-0.006, 0.195, -0.324], [-0.006, 0.106, -0.231], [0.055, -0.017, -0.134], [0.033, 0.022, -0.006], [0.047, 0.107, 0.042], [0.015, -0.129, -0.023], [-0.117, -0.018, -0.032], [-0.023, -0.067, 0.130], [-0.047, -0.008, 0.116], [-0.039, 0.043, -0.045], [-0.040, -0.072, 0.014], [0.100, -0.043, 0.026], [-0.036, -0.009, 0.195], [-0.082, -0.084, 0.030], [0.237, 0.927, 0.288], [-1.062, 0.620, -2.330], [-0.144, -0.102, -0.356], [1.056, -0.127, -0.423], [0.002, 0.120, 0.235], [0.264, -0.105, 0.090], [-0.080, -0.065, -0.067], [0.042, -1.565, 2.623], [0.072, -0.090, 0.046], [-0.504, 0.250, 0.024], [0.087, 0.055, -0.085], [0.134, -0.046, 0.030], [0.010, 0.097, 0.016]],
  "total_energy_ha": -463.43935,
  "e_homo_ev": -8.8390,
  "multiplicity": 1,
  "de_lowest_ev": 0.619,
  "smiles": "CC(C)(O)CN.CC(C)N",
  "largest_force_ev_per_a": 3.054,
  "homo_lumo_gap_ev": 9.669
}

{
  "formula": "C7H21B3F2NO8Tl2",
  "method": "the ωB97M-V functional and the def2-TZVPD basis",
  "species": ["Tl", "Tl", "B", "H", "H", "H", "H", "B", "H", "H", "H", "H", "B", "H", "H", "H", "H", "C", "C", "O", "C", "O", "O", "F", "H", "H", "H", "C", "C", "O", "C", "O", "O", "F", "H", "H", "H", "C", "N", "O", "O", "H", "H", "H"],
  "positions_angstrom": [[-0.25781, -2.93711, -1.32577], [-3.00978, 1.16811, -0.10467], [-2.33554, 3.78918, 1.07197], [-3.07053, 3.40622, 1.96990], [-1.50090, 2.90895, 1.08896], [-2.87121, 3.65910, -0.00682], [-2.02457, 4.89452, 1.40344], [-0.11783, 0.04067, -0.52354], [-0.95411, -0.06472, -1.48549], [0.91611, -0.26395, -1.04295], [-0.19072, 1.17499, -0.16986], [-0.44706, -0.62793, 0.38098], [-2.73353, -1.27962, -2.13363], [-1.87550, -1.14860, -2.94566], [-2.24103, -1.12825, -0.98091], [-3.57424, -0.44126, -2.15425], [-3.11074, -2.40553, -2.11378], [1.74492, -2.40573, 4.71909], [0.22245, -2.34160, 4.72918], [-0.06066, -2.09826, 3.33300], [0.96117, -2.52359, 2.56768], [0.95030, -2.65753, 1.37748], [1.92982, -2.91643, 3.37818], [-0.27458, -1.29876, 5.41358], [2.16970, -3.15311, 5.38090], [2.23496, -1.43699, 4.80192], [-0.26691, -3.28506, 4.96713], [1.34413, 0.89630, -6.01929], [2.76335, 0.55983, -5.61565], [2.48926, -0.55060, -4.75572], [1.29069, -0.39554, -4.20594], [0.87045, -1.02212, -3.25914], [0.61258, 0.56740, -4.83297], [3.35431, 1.54412, -4.90287], [1.01524, 0.19300, -6.78973], [1.09999, 1.89727, -6.36143], [3.33087, 0.37765, -6.52569], [0.90218, 1.36689, 2.93896], [-0.54797, 1.33945, 3.30193], [-1.34971, 0.95022, 2.41125], [-0.90917, 1.51475, 4.41907], [1.42607, 2.01254, 3.63915], [0.89123, 1.79507, 1.94067], [1.20430, 0.32601, 3.02136]],
  "forces_ev_per_angstrom": [[0.842, -0.630, 0.017], [-0.524, 0.126, 0.314], [0.172, -0.043, -0.534], [1.049, -0.319, 2.482], [-0.387, -1.957, 0.274], [1.497, 0.733, -1.959], [-1.791, 1.500, 0.057], [0.520, -0.044, 3.131], [-1.478, -0.827, -2.756], [-0.246, -0.811, -1.441], [-1.036, 0.926, -0.290], [0.067, -0.426, 0.600], [0.327, 1.215, -1.460], [-0.046, 0.205, -1.363], [0.414, 0.064, 2.222], [0.205, 1.184, 0.140], [0.826, -1.089, 0.868], [-0.436, -0.770, -0.536], [0.356, 0.113, -0.447], [-0.794, 0.771, -0.657], [-0.088, -1.138, 1.538], [-0.265, 0.481, -0.474], [1.369, 0.141, -0.610], [-0.016, -0.088, 0.059], [0.002, 0.200, 0.198], [-0.084, 0.030, 0.201], [-0.121, 0.184, 0.451], [-0.346, -0.055, -0.499], [-1.110, 0.818, -0.897], [1.051, -0.352, 0.182], [-0.009, 0.771, -0.602], [-0.069, -0.152, 0.141], [-0.578, -0.390, 0.787], [-0.031, -0.231, 0.208], [0.155, 0.070, -0.079], [0.293, 0.153, 0.356], [0.548, -0.824, 0.537], [-0.678, 0.630, 0.063], [0.347, -0.614, 0.568], [-0.425, 0.690, -0.229], [-0.139, 0.146, -0.238], [-0.055, -0.098, 0.105], [0.520, -0.359, -0.135], [0.194, 0.065, -0.296]],
  "total_energy_ha": -1553.51665,
  "e_homo_ev": -19.0605,
  "multiplicity": 1,
  "largest_force_ev_per_a": 3.234,
  "homo_lumo_gap_ev": 2.464,
  "charge": 3
}

{
  "formula": "C7H21Cl2N2OScSi",
  "method": "the ωB97M-V functional and the def2-TZVPD basis",
  "species": ["Sc", "N", "C", "C", "C", "N", "H", "H", "H", "H", "H", "H", "H", "H", "H", "H", "C", "Si", "C", "C", "O", "H", "H", "H", "H", "H", "H", "H", "H", "H", "Cl", "C", "Cl", "H", "H"],
  "positions_angstrom": [[0.42180, 0.57548, -0.08917], [2.47617, -0.24543, -0.48276], [2.66854, -1.61499, 0.11236], [2.56116, -1.61434, 1.62892], [1.15995, -1.46156, 2.19990], [0.63160, -0.05787, 2.05973], [2.59607, -0.33517, -1.49319], [3.25233, 0.34764, -0.18685], [3.64686, -1.98724, -0.18840], [1.91079, -2.26284, -0.32912], [3.23346, -0.86317, 2.06047], [2.94362, -2.57494, 1.97696], [1.15905, -1.72615, 3.25632], [0.46014, -2.11982, 1.68418], [1.22141, 0.55850, 2.61998], [-0.28012, -0.02634, 2.51869], [-3.22855, -1.36269, 0.05556], [-2.09141, -0.48592, -1.09649], [-2.05808, 1.38766, -0.68453], [-2.42596, -0.72448, -2.88782], [-0.48237, -0.86276, -0.71954], [-4.26493, -1.08982, -0.15578], [-3.03429, -1.13588, 1.10566], [-3.14377, -2.44279, -0.07997], [-3.10475, 1.70472, -0.66863], [-1.58629, 2.01759, -1.44910], [-1.71191, 1.70912, 0.31431], [-3.43070, -0.37690, -3.13826], [-2.37328, -1.78365, -3.14674], [-1.71663, -0.18621, -3.51888], [0.55636, 3.16130, 1.26523], [0.90796, 3.98151, -0.27509], [1.32976, 2.75914, -1.51217], [1.77049, 4.62492, -0.14465], [0.02550, 4.51336, -0.61112]],
  "forces_ev_per_angstrom": [[0.105, 0.128, 0.226], [-0.043, 0.037, 0.035], [-0.022, 0.002, -0.043], [0.019, 0.033, 0.027], [-0.045, -0.004, -0.030], [-0.013, -0.013, -0.091], [0.017, -0.012, 0.010], [-0.014, -0.018, 0.009], [0.002, -0.011, 0.013], [0.006, -0.004, 0.006], [0.002, -0.013, 0.002], [0.000, -0.006, -0.001], [0.015, -0.013, 0.001], [0.007, -0.004, 0.012], [0.000, -0.024, -0.007], [0.008, -0.013, 0.015], [-0.019, -0.031, -0.014], [-0.070, -0.015, 0.013], [0.019, 0.045, -0.006], [0.002, -0.006, -0.013], [0.077, -0.042, -0.069], [-0.004, -0.004, 0.012], [0.006, 0.001, 0.003], [-0.005, -0.003, 0.014], [0.001, 0.012, -0.016], [0.013, 0.006, 0.020], [-0.072, -0.003, 0.024], [0.000, 0.000, -0.006], [0.003, -0.001, -0.004], [-0.003, -0.002, -0.003], [0.018, 0.006, -0.076], [0.044, 0.020, 0.024], [-0.016, -0.065, -0.151], [-0.022, 0.020, 0.030], [-0.015, -0.001, 0.035]],
  "total_energy_ha": -2434.30820,
  "e_homo_ev": -16.9043,
  "multiplicity": 1,
  "de_lowest_ev": 0.073,
  "largest_force_ev_per_a": 0.280,
  "homo_lumo_gap_ev": 9.936,
  "charge": 2
}

{
  "formula": "C7H21CoNO4P2",
  "method": "the ωB97M-V functional and the def2-TZVPD basis",
  "species": ["Co", "H", "H", "P", "P", "C", "H", "H", "H", "C", "H", "H", "H", "C", "H", "H", "H", "C", "H", "H", "H", "C", "H", "H", "H", "C", "H", "H", "H", "C", "O", "H", "O", "N", "O", "O"],
  "positions_angstrom": [[-0.49902, 0.27364, -1.36169], [1.08022, -0.17237, 2.26300], [0.92669, -0.90134, 2.43290], [1.22218, 1.60240, -0.56364], [-0.61567, -2.00015, -0.37325], [-2.36913, -2.09660, -0.80314], [-2.71355, -3.12967, -0.71329], [-2.93736, -1.46058, -0.11108], [-2.47486, -1.75766, -1.84020], [0.23921, -3.20482, -1.41966], [1.29074, -3.32923, -1.13401], [-0.25301, -4.17589, -1.34972], [0.18958, -2.88185, -2.46479], [-0.53257, -2.69578, 1.29985], [-1.11039, -2.08847, 2.00244], [-0.95280, -3.70742, 1.32583], [0.49595, -2.76494, 1.66566], [2.56224, 1.58212, -1.83754], [3.14732, 2.51891, -1.85774], [3.25455, 0.74190, -1.65190], [2.10207, 1.43251, -2.82729], [0.31898, 3.18857, -0.87732], [-0.37707, 3.37791, -0.04151], [1.01172, 4.04150, -0.98664], [-0.25778, 3.06689, -1.80999], [2.10389, 2.02667, 1.02552], [2.76590, 1.19302, 1.32730], [2.71853, 2.93785, 0.87368], [1.35344, 2.21498, 1.81884], [-2.02933, 1.23166, -0.08929], [-2.96979, 1.92835, -0.24884], [0.67665, -0.33387, -0.57499], [-1.80745, 0.57439, 3.46437], [-1.82222, 0.84476, 2.25000], [-1.16903, 1.82614, 1.69687], [-2.56882, 0.09646, 1.49125]],
  "forces_ev_per_angstrom": [[0.169, -0.537, 1.561], [-0.182, -0.731, 0.208], [0.227, 0.873, -0.106], [0.083, 1.159, -0.510], [-0.087, 1.233, -0.536], [-0.214, -0.450, 0.034], [-0.140, -0.018, -0.038], [0.189, -0.141, -0.315], [-0.132, -0.024, 0.255], [0.025, -0.313, -0.253], [-0.231, 0.153, -0.006], [0.012, -0.072, 0.069], [0.052, 0.050, 0.220], [0.055, -0.190, 0.448], [0.065, 0.091, -0.183], [-0.013, 0.093, -0.232], [-0.124, 0.051, -0.178], [0.151, -0.003, 0.045], [-0.292, -0.340, 0.158], [-0.313, 0.309, -0.033], [0.113, 0.042, 0.425], [0.096, 0.056, -0.054], [0.322, -0.122, -0.383], [-0.181, -0.354, 0.092], [0.189, 0.121, 0.384], [-0.084, -0.370, -0.068], [-0.326, 0.433, -0.104], [-0.388, -0.499, -0.044], [0.364, -0.162, -0.475], [-2.657, 1.770, -2.875], [2.759, -1.828, 0.472], [-0.033, 0.094, 0.216], [0.717, 1.122, -2.091], [-0.710, -0.743, 0.995], [-0.941, -1.880, 1.888], [1.460, 1.127, 1.014]],
  "total_energy_ha": -2700.18572,
  "e_homo_ev": [-5.5340, -9.3603],
  "multiplicity": 4,
  "de_lowest_ev": 0.342,
  "largest_force_ev_per_a": 4.296,
  "homo_lumo_gap_ev": [5.635, 9.410]
}

{
  "formula": "C7H21NO2Si2",
  "method": "the ωB97M-V functional and the def2-TZVPD basis",
  "species": ["C", "C", "C", "Si", "C", "O", "Si", "H", "H", "H", "H", "H", "H", "H", "H", "H", "H", "H", "H", "H", "H", "C", "O", "N", "C", "C", "H", "H", "H", "H", "H", "H", "H"],
  "positions_angstrom": [[2.43341, -1.74003, 2.12643], [1.24130, -2.40836, 1.16727], [0.33268, -1.23086, 0.43869], [-1.46105, -1.19136, 1.23858], [-1.75422, 0.70305, 1.66922], [-2.70128, -1.82652, 0.15551], [-3.91148, -2.54309, 1.25358], [2.78237, -2.47273, 2.97305], [3.30468, -1.45650, 1.36322], [2.01655, -0.74765, 2.59201], [1.74928, -3.10982, 0.35060], [0.57067, -3.06334, 1.88620], [0.87241, -0.20222, 0.71077], [0.30774, -1.30858, -0.72857], [-1.32383, -1.97174, 2.49132], [-0.71382, 1.05594, 2.13621], [-2.03200, 1.32056, 0.69417], [-2.62163, 0.71554, 2.46671], [-4.95919, -1.57504, 1.59643], [-3.28489, -2.92590, 2.53902], [-4.53737, -3.74737, 0.71719], [0.95388, 1.95538, -1.06843], [1.83186, 1.42755, -0.39719], [1.10877, 2.43229, -2.35320], [0.01875, 3.04566, -3.08323], [2.40211, 2.31702, -2.99429], [-0.06671, 2.09274, -0.67669], [-0.16418, 2.47014, -3.99517], [0.30046, 4.06940, -3.34539], [-0.89503, 3.06722, -2.48298], [2.68288, 1.26064, -3.04196], [3.14523, 2.85202, -2.39539], [2.37164, 2.73598, -4.00369]],
  "forces_ev_per_angstrom": [[-0.431, 0.142, -1.336], [0.390, -0.201, 0.322], [0.944, 0.143, 0.381], [1.318, 1.521, -2.120], [-0.164, -0.245, 0.225], [-0.360, -0.543, 3.800], [1.131, 0.662, -1.208], [-0.560, 1.446, -1.786], [-1.679, -0.549, 2.034], [0.879, -1.938, -0.767], [-1.157, 1.435, 1.877], [1.296, 1.140, -1.639], [-1.313, -2.192, -0.790], [0.148, 0.017, 2.173], [-0.249, 0.086, -0.096], [-2.445, -0.529, -0.959], [0.561, -1.197, 2.237], [1.719, 0.516, -1.561], [-0.094, 0.247, -0.161], [-0.030, -0.013, -0.162], [-0.002, -0.130, -0.426], [0.623, 0.097, -0.599], [-0.406, 0.616, -0.763], [-0.420, -0.427, 1.339], [0.217, -0.071, -0.004], [0.173, -0.150, 0.252], [-0.032, 0.036, -0.105], [-0.154, 0.173, -0.005], [-0.209, -0.024, -0.088], [0.199, -0.045, -0.039], [0.146, 0.158, -0.066], [0.065, -0.121, -0.181], [-0.102, -0.060, 0.219]],
  "total_energy_ha": -1063.50367,
  "e_homo_ev": -9.3520,
  "multiplicity": 1,
  "largest_force_ev_per_a": 3.856,
  "homo_lumo_gap_ev": 10.051
}